Record 1
The following is a DFT calculation (wB97M-V/def2-TZVPD) of a single C9H8O4 molecule.

Last column: natural (NBO) charge in e.
Cartesian coordinates (Å):
O  -0.16  2.50  0.10  -0.524
C  1.01  2.16  0.06  0.425
C  1.47  0.79  0.11  -0.274
C  2.87  0.54  -0.13  -0.119
C  3.41  -0.69  -0.28  -0.260
C  2.55  -1.79  -0.14  -0.138
C  1.21  -1.62  0.16  -0.321
C  0.68  -0.32  0.24  0.442
O  -0.65  -0.14  0.50  -0.523
C  -1.61  -1.13  0.16  -0.195
C  -2.93  -0.41  -0.17  0.763
O  -4.04  -0.89  -0.16  -0.560
O  -2.69  0.92  -0.36  -0.675
H  1.82  2.94  -0.07  0.119
H  3.49  1.42  -0.30  0.215
H  4.45  -0.84  -0.58  0.228
H  2.93  -2.82  -0.28  0.222
H  0.62  -2.52  0.34  0.233
H  -1.33  -1.73  -0.70  0.213
H  -1.81  -1.81  0.96  0.213
H  -1.81  1.04  0.03  0.516

Output
net charge: 0
HOMO level: -9.79 eV
E_LUMO: -0.41 eV
orbital gap: 9.4 eV
molar mass: 180.16 g/mol
relative energy (zero: lowest compared OMol25 entry of this formula, charge and spin): 12.3 kcal per mole
SMILES: O=Cc1ccccc1OCC(=O)O
DFT total energy: -17652.0627 eV

Record 2
The following is a DFT calculation (wB97M-V/def2-TZVPD) of a 11-piece molecular cluster, C28H46N6O24S5 overall.

Last column: Löwdin charge in e.
Cartesian coordinates (Å):
C  -18.10  -3.74  1.39  0.035
N  -18.07  -2.33  1.03  -0.462
O  -19.07  -1.89  0.61  0.102
O  -17.02  -1.68  1.08  0.035
H  -17.13  -4.13  1.08  0.099
H  -18.92  -4.27  0.91  0.109
H  -18.14  -3.69  2.48  0.110
C  -17.07  5.89  -1.92  0.057
N  -17.43  7.19  -1.18  -0.416
O  -16.51  7.91  -0.84  0.060
O  -18.62  7.47  -1.11  0.056
H  -17.73  5.74  -2.78  0.084
H  -16.97  5.04  -1.24  0.080
H  -16.15  6.09  -2.46  0.080
O  -18.98  -0.20  -4.02  -0.258
S  -17.71  0.57  -3.90  0.800
O  -17.15  1.20  -5.10  -0.271
O  -17.89  1.72  -2.70  -0.210
C  -17.23  1.40  -1.52  -0.190
C  -16.94  -0.13  -1.63  -0.191
O  -16.50  -0.24  -2.97  -0.212
H  -16.46  2.15  -1.38  0.112
H  -17.78  1.58  -0.59  0.115
H  -17.72  -0.79  -1.26  0.107
H  -16.09  -0.36  -0.98  0.105
O  -20.15  4.97  0.63  -0.222
S  -20.49  3.56  0.44  0.762
O  -19.86  2.57  1.33  -0.263
O  -22.10  3.18  0.36  -0.196
C  -22.55  2.70  -0.86  -0.190
C  -21.27  2.11  -1.43  -0.211
O  -20.30  3.02  -1.10  -0.203
H  -23.38  2.03  -0.66  0.140
H  -22.97  3.49  -1.48  0.133
H  -21.18  1.72  -2.44  0.138
H  -21.10  1.25  -0.77  0.130
O  -13.47  -0.63  -1.13  -0.257
S  -13.28  0.43  -2.11  0.749
O  -13.52  0.06  -3.52  -0.230
O  -13.96  1.83  -1.58  -0.241
C  -13.14  2.68  -0.76  -0.131
C  -11.85  1.87  -0.63  -0.223
O  -11.75  1.04  -1.74  -0.197
H  -13.02  3.67  -1.20  0.128
H  -13.52  2.78  0.26  0.112
H  -11.93  1.22  0.24  0.123
H  -10.91  2.39  -0.43  0.142
O  -14.69  3.98  2.25  -0.256
S  -16.14  3.83  2.29  0.776
O  -16.98  4.89  1.70  -0.234
O  -16.65  2.30  1.90  -0.224
C  -17.23  1.55  2.87  -0.227
C  -16.54  2.01  4.11  -0.157
O  -16.54  3.41  3.86  -0.231
H  -18.25  1.96  2.91  0.115
H  -17.16  0.49  2.65  0.133
H  -15.46  1.87  4.16  0.132
H  -17.02  1.84  5.08  0.143
O  -23.66  0.25  -3.26  -0.262
S  -23.38  -0.45  -4.52  0.793
O  -23.75  -1.90  -4.72  -0.276
O  -23.75  0.48  -5.88  -0.226
C  -22.84  0.07  -6.95  -0.134
C  -21.51  -0.30  -6.21  -0.194
O  -21.75  -0.34  -4.81  -0.225
H  -23.29  -0.69  -7.58  0.127
H  -22.69  1.05  -7.42  0.126
H  -20.82  0.48  -6.52  0.107
H  -21.06  -1.19  -6.65  0.122
C  -18.22  4.01  -6.53  -0.134
C  -18.31  5.39  -6.33  -0.090
C  -17.69  5.92  -7.50  -0.130
N  -17.17  4.91  -8.28  -0.005
C  -17.49  3.71  -7.73  -0.122
H  -18.62  3.17  -5.97  0.073
H  -18.70  6.16  -5.68  0.091
H  -17.71  6.94  -7.84  0.102
H  -16.50  5.17  -8.99  0.149
H  -17.11  2.82  -8.21  0.104
C  -19.42  -0.25  -8.99  -0.117
C  -19.60  -1.57  -9.42  -0.120
C  -18.59  -2.27  -8.80  -0.146
N  -17.81  -1.47  -7.96  0.024
C  -18.30  -0.21  -8.06  -0.122
H  -19.99  0.60  -9.33  0.086
H  -20.29  -2.04  -10.10  0.097
H  -18.27  -3.30  -8.81  0.100
H  -17.08  -1.78  -7.34  0.147
H  -17.79  0.53  -7.46  0.078
C  -17.40  -4.46  -3.40  -0.106
C  -16.94  -4.00  -2.13  -0.076
C  -15.70  -3.26  -2.33  -0.085
N  -15.47  -3.43  -3.65  -0.011
C  -16.39  -4.17  -4.29  -0.163
H  -18.24  -5.07  -3.67  0.092
H  -17.49  -4.21  -1.23  0.053
H  -15.00  -2.70  -1.72  0.096
H  -14.69  -3.07  -4.19  0.154
H  -16.38  -4.37  -5.35  0.106
C  -12.79  4.49  -5.61  -0.108
C  -12.96  4.00  -4.29  -0.100
C  -14.34  3.84  -4.17  -0.154
N  -14.99  4.18  -5.33  0.030
C  -14.05  4.52  -6.30  -0.091
H  -11.83  4.75  -6.04  0.079
H  -12.23  3.77  -3.53  0.083
H  -14.90  3.45  -3.33  0.092
H  -15.99  4.10  -5.45  0.100
H  -14.35  4.86  -7.28  0.084

Output
net charge: 0
HOMO level: -8.01 eV
E_LUMO: -0.17 eV
orbital gap: 7.8 eV
molar mass: 1011.03 g/mol
relative energy (zero: lowest compared OMol25 entry of this formula, charge and spin): 92.2 kcal per mole
SMILES: C[N+](=O)[O-].C[N+](=O)[O-].O=S1(=O)OCCO1.O=S1(=O)OCCO1.O=S1(=O)OCCO1.O=S1(=O)OCCO1.O=S1(=O)OCCO1.c1cc[nH]c1.c1cc[nH]c1.c1cc[nH]c1.c1cc[nH]c1
DFT total energy: -142022.0552 eV

Record 3
The following is a DFT calculation (wB97M-V/def2-TZVPD) of a 2-piece molecular cluster, C3H11N5O overall.

Last column: natural (NBO) charge in e.
Cartesian coordinates (Å):
N  -2.11  -0.34  1.32  -0.705
N  -0.84  -0.90  1.25  -0.502
C  0.40  -0.24  1.43  0.789
N  0.27  1.10  1.77  -0.858
O  1.40  -0.88  1.75  -0.663
H  -2.32  0.59  1.71  0.361
H  -2.84  -0.81  1.87  0.368
H  -0.74  -1.91  1.15  0.411
H  -0.65  1.49  1.64  0.377
H  1.14  1.60  1.69  0.411
C  -1.34  0.19  -1.85  -0.126
N  -0.20  -0.41  -1.86  -0.242
N  0.87  0.29  -1.18  -0.494
C  2.18  -0.34  -1.36  -0.415
H  -2.16  -0.21  -2.46  0.186
H  -1.59  1.02  -1.16  0.156
H  0.95  1.25  -1.51  0.349
H  2.95  0.28  -0.89  0.203
H  2.44  -0.45  -2.42  0.175
H  2.19  -1.32  -0.87  0.218

Output
net charge: 0
HOMO level: -8.08 eV
E_LUMO: 0.76 eV
orbital gap: 8.8 eV
molar mass: 133.16 g/mol
relative energy (zero: lowest compared OMol25 entry of this formula, charge and spin): 90.8 kcal per mole
SMILES: NNC(N)=O.C=NNC
DFT total energy: -12784.2583 eV

Record 4
The following is a DFT calculation (wB97M-V/def2-TZVPD) of C21H40F9I2NO7PS2 as an isolated structure.

Last column: Löwdin charge in e.
Cartesian coordinates (Å):
C  5.71  1.09  4.04  -0.137
C  5.34  -0.07  2.96  -0.689
I  4.82  -2.01  3.82  0.676
C  5.34  0.19  1.55  -0.777
I  4.80  -1.48  0.24  0.763
N  5.68  1.54  1.13  -0.239
C  4.56  2.49  0.94  -0.251
C  3.13  2.13  1.50  -0.126
C  2.04  3.05  0.75  -0.069
C  1.03  2.29  -0.21  -0.281
F  1.46  0.96  -0.60  0.035
F  1.09  3.01  -1.48  0.017
C  -0.52  2.36  0.18  -0.311
F  -1.28  1.83  -0.92  0.047
F  -0.87  3.76  0.21  0.050
S  -1.05  1.61  1.78  0.994
F  -1.61  0.26  0.92  -0.194
F  0.36  0.77  2.04  -0.146
F  -0.61  2.91  2.71  -0.153
F  -2.59  2.29  1.54  -0.197
F  -1.67  0.90  3.17  -0.164
C  5.04  3.89  1.62  -0.529
O  4.35  4.97  1.59  -0.081
O  6.29  3.95  2.24  -0.192
P  6.94  1.63  -0.09  0.327
O  7.34  3.25  -0.51  -0.225
O  6.55  0.85  -1.55  -0.328
S  8.59  0.82  0.58  0.226
H  5.97  0.62  5.06  0.054
H  6.60  1.71  3.70  0.083
H  4.80  1.76  4.22  0.078
H  4.47  2.74  -0.19  0.149
H  2.80  1.05  1.48  0.093
H  3.10  2.45  2.61  0.134
H  2.64  3.81  0.13  0.135
H  1.51  3.70  1.55  0.136
H  6.99  3.46  -1.40  0.073
H  7.35  0.30  -1.79  0.051
C  0.78  -5.34  -0.16  -0.077
C  1.29  -3.97  -0.56  -0.270
O  2.54  -3.99  -1.23  -0.202
C  2.59  -4.72  -2.45  -0.277
C  1.63  -4.19  -3.51  -0.076
H  1.53  -5.86  0.46  0.080
H  -0.15  -5.26  0.41  0.076
H  0.59  -5.97  -1.03  0.063
H  1.43  -3.37  0.35  0.117
H  0.54  -3.44  -1.16  0.095
H  2.42  -5.78  -2.27  0.105
H  3.61  -4.63  -2.82  0.118
H  0.59  -4.29  -3.20  0.056
H  1.76  -4.75  -4.44  0.074
H  1.82  -3.13  -3.70  0.084
C  -3.27  -4.96  -3.49  -0.081
C  -3.45  -4.72  -2.00  -0.279
O  -2.48  -3.85  -1.44  -0.171
C  -2.43  -2.53  -1.96  -0.278
C  -3.72  -1.76  -1.79  -0.076
H  -2.27  -5.34  -3.70  0.077
H  -4.01  -5.68  -3.85  0.076
H  -3.40  -4.03  -4.06  0.066
H  -3.35  -5.68  -1.48  0.117
H  -4.46  -4.36  -1.78  0.105
H  -2.12  -2.55  -3.01  0.108
H  -1.64  -2.01  -1.42  0.112
H  -4.55  -2.22  -2.34  0.064
H  -3.60  -0.74  -2.16  0.077
H  -4.02  -1.72  -0.74  0.083
C  -7.48  3.22  2.70  -0.082
C  -7.99  3.28  1.27  -0.284
O  -7.35  4.27  0.48  -0.164
C  -5.95  4.14  0.31  -0.274
C  -5.54  2.85  -0.37  -0.078
H  -7.58  4.19  3.18  0.081
H  -8.04  2.48  3.27  0.076
H  -6.42  2.94  2.74  0.065
H  -9.05  3.53  1.29  0.116
H  -7.92  2.30  0.78  0.104
H  -5.44  4.27  1.27  0.106
H  -5.63  4.98  -0.32  0.119
H  -5.80  1.97  0.24  0.067
H  -4.46  2.83  -0.52  0.068
H  -6.04  2.74  -1.33  0.082

Output
net charge: -1
HOMO level: -4.74 eV
E_LUMO: 0.39 eV
orbital gap: 5.1 eV
molar mass: 938.45 g/mol
DFT total energy: -109862.8564 eV

Record 5
The following is a DFT calculation (wB97M-V/def2-TZVPD) of a 2-piece molecular cluster, C3H7Br2OP overall.

Last column: natural (NBO) charge in e.
Cartesian coordinates (Å):
C  0.81  -0.18  -2.56  -1.043
C  0.14  0.57  1.75  -0.069
C  -0.62  -0.81  1.51  -0.420
O  0.17  1.32  0.67  -0.677
P  2.09  0.18  -1.30  0.867
Br  0.82  -1.92  0.77  -0.032
Br  2.69  2.13  -1.98  -0.149
H  0.10  0.65  -2.41  0.273
H  0.23  -1.11  -2.37  0.265
H  1.11  -0.04  -3.50  0.242
H  1.14  0.33  2.02  0.147
H  -0.32  1.19  2.57  0.173
H  -1.38  -0.59  0.85  0.214
H  -0.96  -1.21  2.43  0.208

Output
net charge: 0
HOMO level: -8.17 eV
E_LUMO: -2.21 eV
orbital gap: 6.0 eV
molar mass: 249.87 g/mol
relative energy (zero: lowest compared OMol25 entry of this formula, charge and spin): 113.9 kcal per mole
DFT total energy: -154642.2599 eV

Record 6
The following is a DFT calculation (wB97M-V/def2-TZVPD) of a single C18H29NO4 molecule.

Last column: natural (NBO) charge in e.
Cartesian coordinates (Å):
C  1.77  -2.55  1.56  -0.640
C  1.25  -3.40  0.28  -0.231
N  1.87  -2.98  -1.01  -0.624
C  1.17  -1.76  -1.56  0.212
C  -0.14  -2.30  -2.32  -0.122
O  -1.09  -1.28  -2.72  -0.546
C  -1.61  -0.68  -1.51  -0.082
C  -3.00  0.09  -1.69  -0.430
C  -4.01  -0.17  -0.47  -0.438
C  -3.63  0.57  0.89  -0.014
C  -2.22  0.91  1.41  -0.246
C  -1.92  1.60  2.80  -0.210
C  -3.10  1.99  3.73  -0.240
C  -4.54  1.67  3.22  -0.214
C  -4.83  0.98  1.84  -0.224
O  2.13  -1.11  -2.41  -0.539
C  1.82  0.29  -2.63  -0.079
C  2.15  1.26  -1.39  -0.451
C  3.42  0.82  -0.51  -0.405
C  3.75  1.80  0.72  -0.528
C  3.52  3.35  0.43  0.786
O  3.82  3.96  -0.62  -0.547
O  2.87  4.14  1.47  -0.720
H  1.65  -3.17  2.52  0.221
H  1.04  -1.66  1.66  0.201
H  2.85  -2.19  1.46  0.223
H  1.44  -4.52  0.51  0.208
H  0.09  -3.29  0.29  0.162
H  1.72  -3.70  -1.73  0.356
H  0.97  -1.09  -0.66  0.177
H  0.24  -2.84  -3.27  0.209
H  -0.70  -3.10  -1.70  0.182
H  -0.83  0.11  -1.19  0.164
H  -1.66  -1.43  -0.64  0.176
H  -3.51  -0.36  -2.63  0.228
H  -2.85  1.21  -1.94  0.224
H  -5.03  0.26  -0.80  0.228
H  -4.16  -1.29  -0.31  0.227
H  -1.30  0.64  0.80  0.214
H  -0.82  1.78  3.09  0.227
H  -2.87  2.46  4.75  0.233
H  -5.41  1.94  3.91  0.222
H  -5.90  0.76  1.54  0.225
H  2.50  0.64  -3.50  0.197
H  0.74  0.49  -2.95  0.193
H  2.24  2.34  -1.79  0.242
H  1.19  1.27  -0.72  0.187
H  3.16  -0.21  -0.05  0.224
H  4.36  0.65  -1.15  0.227
H  3.14  1.55  1.67  0.224
H  4.85  1.58  1.01  0.250
H  3.42  4.00  2.28  0.481

Output
net charge: 0
HOMO level: -8.81 eV
E_LUMO: 0.47 eV
orbital gap: 9.3 eV
molar mass: 323.43 g/mol
relative energy (zero: lowest compared OMol25 entry of this formula, charge and spin): 209.1 kcal per mole
SMILES: CCN[C@H](COCCCc1ccccc1)OCCCCC(=O)O
DFT total energy: -28809.0734 eV